Record 1
Entry from the OMol25 dataset: a 8-piece molecular cluster, C52H44F8N2 overall in a non-equilibrium geometry (ωB97M-V/def2-TZVPD).

The geometry in XYZ format:
```
106
Properties=species:S:1:pos:R:3:mulliken_charge:R:1
F -5.9601 -3.1958 3.2452 -0.2310
F 8.6237 -0.2352 -3.1350 -0.3175
F 5.2776 0.8025 3.6837 -0.3142
F -4.5826 -1.1438 -0.0318 -0.2920
F 2.4197 -0.9165 -1.2322 -0.3060
F 4.4411 3.7225 1.0911 -0.3740
F -8.0331 -1.5462 -1.3676 -0.2558
F 2.6031 1.0260 -7.7452 -0.3136
N -0.7628 1.1089 2.5414 -0.1274
N 0.7424 3.5831 2.7694 -0.5044
C 5.9597 -1.1635 -0.8777 0.2139
C -4.4860 -1.0965 5.7924 -0.4194
C -5.9926 1.9553 -1.2612 -0.5933
C 1.2263 0.0608 1.7336 -0.5826
C -4.7404 0.1728 -0.2935 0.0590
C 4.6347 -1.2656 6.5719 -0.3782
C 2.6444 2.3888 1.9545 0.4176
C 7.9662 -0.8378 -2.1269 0.3009
C 3.3048 1.2327 1.4938 -0.5158
C 0.5552 1.2129 2.1958 -0.1518
C 6.6356 -0.5360 -1.9144 -0.6015
C 2.4554 -0.1887 -2.3693 0.3623
C -4.4075 -1.4390 3.0351 -0.6288
C 2.5369 0.0420 1.3896 -0.7869
C 2.9390 -0.7683 -3.5258 -0.3769
C 2.9709 -0.0194 -4.6941 -0.5145
C 2.0541 1.8660 -3.5151 -0.6643
C -5.2096 -2.2372 3.8257 0.4035
C 0.8943 2.1534 -8.9060 -0.4298
C -8.2146 -5.4101 0.0085 -0.5672
C -5.2634 -2.0797 5.1965 -0.6239
C -3.9341 2.4107 -0.1022 -0.5196
C -3.7838 1.0580 0.1647 -0.0129
C 3.2919 0.5169 4.8984 0.4284
C -5.8433 0.5986 -1.0064 -0.3850
C -0.5155 3.4493 3.0968 -0.9192
C 8.6397 -1.7429 -1.3300 -0.4973
C -1.0717 0.9359 -9.5658 -0.5046
C -3.6774 -0.2808 5.0119 -0.6259
C 0.6911 -0.1906 -8.3796 -0.3324
C 4.1643 3.6494 3.5010 -1.0496
C -9.0331 -5.0060 -1.0378 -0.4502
C 5.3059 -0.6695 5.5161 -0.4908
C -7.3335 -4.5088 0.5910 -0.3869
C 2.5312 1.2968 -4.6888 -0.5353
C 2.6273 -0.0933 5.9549 -0.7603
C -5.0394 2.8600 -0.8122 -0.5414
C 7.9619 -2.3600 -0.2882 -0.3553
C 6.6220 -2.0729 -0.0636 -0.6667
C -8.0894 -2.8187 -0.9110 0.2030
C -0.5539 -0.2170 -8.9911 -0.3652
C 3.4849 3.6851 2.1010 -0.0361
C 4.6247 0.2123 4.7011 0.0594
C 2.0103 1.1183 -2.3469 -0.1111
C -7.2645 -3.2033 0.1260 0.1113
C -3.6412 -0.4504 3.6336 0.3565
C 1.2821 2.4122 2.3093 1.3262
C -1.2570 2.2392 2.9818 -0.2940
C 1.3952 0.9962 -8.3442 0.4065
C -8.9752 -3.6992 -1.4992 -0.5570
C -0.3467 2.1194 -9.5255 -0.3498
C 3.2950 -0.9787 6.7901 -0.6172
H 2.8363 4.5616 2.0147 0.3657
H 3.3396 -0.4635 -5.6093 0.4588
H 1.6347 1.5413 -1.4232 0.4412
H -2.9317 0.6883 0.7232 0.5942
H -3.0147 0.1858 3.0260 -0.0350
H 3.2864 -1.7936 -3.5078 0.4429
H -1.0251 4.3245 3.5057 0.4151
H 2.7698 -1.4469 7.6126 0.3803
H 1.4717 3.0676 -8.8571 0.4133
H 6.3497 -0.8815 5.3233 0.4437
H 4.4609 4.6348 3.8672 0.3935
H -6.5788 -2.4897 0.5616 0.3282
H -5.1570 3.9167 -1.0162 0.3836
H -4.5119 -0.9675 6.8666 0.3699
H 4.9138 -0.9422 -0.7064 0.2304
H -6.8557 2.3060 -1.8116 0.3924
H 1.7150 2.8936 -3.5095 0.3762
H 5.0064 2.9549 3.4397 0.2233
H 3.4277 3.1616 4.1484 0.2885
H 2.5607 1.8797 -5.5975 0.4507
H 6.1378 0.1818 -2.5542 0.4857
H 1.5804 0.1238 6.1251 0.4390
H 0.6485 -0.8601 1.6527 0.5223
H -4.3830 -1.5887 1.9644 0.6383
H -8.2642 -6.4292 0.3701 0.3740
H -5.9066 -2.7198 5.7863 0.4220
H 3.0697 -0.8399 1.0516 0.4793
H -2.0414 0.9129 -10.0460 0.3682
H 1.1154 -1.0805 -7.9331 0.4012
H -9.6100 -3.3619 -2.3084 0.4160
H -0.7484 3.0172 -9.9765 0.3563
H -2.3079 2.2575 3.2817 0.5204
H 5.1568 -1.9529 7.2246 0.3728
H -9.7175 -5.7090 -1.4944 0.3571
H 4.3591 1.2473 1.2355 0.5695
H -6.5730 -0.1182 -1.3567 0.5028
H -3.1880 3.1147 0.2443 0.4250
H 9.6818 -1.9589 -1.5263 0.4175
H -6.6987 -4.8209 1.4088 0.3828
H 6.0941 -2.5588 0.7474 0.4157
H -3.0743 0.4890 5.4778 0.4010
H 8.4796 -3.0657 0.3482 0.3687
H 2.8120 1.2128 4.2279 0.2395
H -1.1202 -1.1386 -9.0186 0.3536
```

Results
Charge: 0
Kohn-Sham gap, hartree: 0.312
E_LUMO, eV: -0.6
E_tot, eV: -79357.563
HOMO level, eV: -9.09

***

Record 2
Entry from the OMol25 dataset: C52H45F9NNiO3P2Te as an isolated structure in a non-equilibrium geometry (ωB97M-V/def2-TZVPD).

The geometry in XYZ format:
```
114
Properties=species:S:1:pos:R:3:mulliken_charge:R:1
Te -0.6468 3.0203 0.1922 0.7101
Ni -0.0885 -0.2895 -0.0437 -1.0356
P -1.7117 -1.8110 0.1370 2.4032
P 1.5065 2.8486 2.3212 0.1189
F -0.7186 2.7217 -4.5991 -0.3095
F 0.2691 3.1896 -2.7556 0.0127
F -2.7251 1.0859 -4.5308 -0.3028
F -3.4361 1.1496 -2.5134 -0.2566
F 0.1853 -0.8095 -2.5903 -0.0387
F -0.2383 -0.1631 -4.5992 -0.3370
F -2.5282 -0.6377 -3.2649 -0.1384
F -1.8503 3.4361 -2.9114 -0.2725
F 1.2255 0.8775 -3.4400 -0.2869
O 1.6544 -1.2123 -0.1937 0.7006
O 3.2201 -2.5408 0.6504 -0.7078
O -1.0190 1.1543 -1.4234 0.9551
N -0.9148 0.2860 1.7663 1.7504
C -3.0008 -0.7761 0.9778 -1.2107
C 3.2405 3.2314 -1.3135 -0.6136
C -2.2097 -4.2519 -3.0132 -1.1137
C 2.9350 3.2933 3.4242 0.4891
C 3.9249 2.0464 -1.5207 -0.5793
C -1.4090 0.9348 3.8605 -1.3591
C -4.8868 6.0832 0.3831 -0.6154
C -1.7106 -3.4401 -2.0164 0.5223
C -0.9983 4.7388 1.4914 -1.1057
C 2.3963 -2.2364 -0.2090 -0.8081
C -2.2474 -4.0583 1.7786 -0.6071
C -2.2126 -0.0210 2.0049 -0.3534
C 1.6402 -4.4016 -1.3099 0.9288
C -2.5651 -2.8537 -1.0861 -0.1226
C -0.4142 0.8718 2.8968 -0.3541
C 1.1469 -4.8930 0.0183 -1.8069
C 2.5429 3.4163 -0.1363 -0.5390
C -4.5114 4.7619 0.1981 -0.7666
C 3.8975 4.9594 4.8770 -0.5934
C 1.7591 -5.6894 -4.8791 -1.4754
C 3.4403 -1.4342 -2.8284 -0.5881
C 4.9982 4.1447 5.0845 -0.4930
C 1.0344 1.1789 3.0270 -1.0396
C 0.0316 -3.6576 3.3112 -0.9301
C -3.2469 4.3314 0.5685 0.4559
C -4.4302 -3.8841 -2.1883 -0.7823
C -2.3493 5.2379 1.1336 0.7889
C 4.0435 2.4825 3.6413 -0.2096
C 5.0678 2.9066 4.4668 -0.7635
C -0.8182 -4.7136 3.5970 -0.7928
C -2.5568 0.3648 3.2947 -1.3654
C -3.5733 -4.4793 -3.0980 -0.7643
C 3.9171 1.0669 -0.5435 -0.9820
C 2.8740 4.5337 4.0499 -0.4579
C -0.8360 2.6387 -3.2651 -0.3232
C 1.4869 -5.2037 -2.4355 -0.8598
C 2.5540 -3.5597 -3.7852 -1.1530
C 3.1949 1.2367 0.6253 -0.4458
C -2.4413 0.6943 -3.2770 0.1191
C 2.4997 2.4187 0.8376 0.5712
C 2.7134 -2.7344 -2.6811 0.5798
C -1.0559 1.1911 -2.7434 1.5819
C 1.9337 -4.7945 -3.6832 0.8242
C -2.7281 6.5593 1.3063 -0.6841
C -3.9935 6.9833 0.9373 -0.5852
C 0.0405 0.2690 -3.3574 -0.5652
C -2.7926 2.9281 0.3500 -0.5500
C -1.3942 -3.0006 1.4862 0.5097
C -3.9344 -3.0675 -1.1859 -0.3262
C -1.9537 -4.9121 2.8282 -0.6253
C -0.2534 -2.8112 2.2573 0.2244
C 2.2376 -3.1469 -1.4365 1.4094
H 4.4313 -1.5178 -2.3824 0.4174
H -0.6522 -3.2262 -1.9534 0.0005
H 5.9216 2.2640 4.6339 0.4189
H -4.2771 8.0172 1.0719 0.3874
H 0.4162 -2.0002 1.9979 0.0166
H 0.6996 -5.7928 -5.1191 0.2677
H -1.5342 -4.6967 -3.7279 0.6097
H 0.9221 -3.4999 3.9002 0.4882
H -0.2457 5.5168 1.3627 0.4222
H 4.4639 0.1488 -0.6923 0.5020
H 1.6865 -4.4123 0.8304 0.3241
H 1.3302 1.1775 4.0803 0.7186
H 2.9077 -0.6419 -2.3116 -0.6073
H 3.8362 5.9233 5.3651 0.3990
H 2.0267 4.3526 0.0518 0.3699
H -1.3067 1.3205 4.8586 0.5958
H 5.8026 4.4695 5.7293 0.3684
H 2.0084 5.1640 3.8853 0.3545
H -3.7889 -1.3769 1.4415 0.7063
H 0.0876 -4.6570 0.1331 0.1803
H -3.1372 -4.2241 1.1858 0.3405
H 2.9349 -3.2352 -4.7441 0.3231
H -2.6172 -5.7372 3.0495 0.4187
H 3.2412 3.9992 -2.0730 0.3910
H -3.0295 2.2933 1.2086 0.4282
H 3.1856 0.4288 1.3421 0.4408
H 1.5890 0.4120 2.4761 -0.1146
H -0.5953 -5.3848 4.4147 0.3872
H -3.4441 -0.1156 0.2261 0.3014
H 4.4558 1.8827 -2.4471 0.3748
H -4.6161 -2.5963 -0.4910 0.4128
H -5.8703 6.4121 0.0765 0.3851
H -3.2411 2.4939 -0.5393 0.1455
H -5.4957 -4.0585 -2.2629 0.4001
H 1.2655 -5.9729 0.0956 0.5587
H 3.5561 -1.1595 -3.8747 0.3707
H -5.1959 4.0622 -0.2621 0.4489
H 1.0146 -6.1729 -2.3325 0.4064
H 2.1593 -6.6843 -4.6758 0.3517
H -3.5152 0.2301 3.7658 0.5794
H -0.9721 4.4221 2.5361 0.5209
H 2.2640 -5.2875 -5.7562 0.3610
H 4.1087 1.5159 3.1662 0.3536
H -2.0211 7.2635 1.7206 0.4359
H -3.9705 -5.1085 -3.8831 0.3786
```

Results
Charge: -1
Kohn-Sham gap (spin up / spin down), hartree: 0.236 / 0.220
E_LUMO (spin up / spin down), eV: 2.3 / 1.9
2S+1: 3
E_tot, eV: -153663.272
HOMO level (spin up / spin down), eV: -4.08 / -4.08
ΔE to the lowest compared entry with this formula, charge and spin, kcal/mol: 24.44